# 1
Formula: C22H23IO8
Source: the Open Molecules 2025 dataset
Level of theory: ωB97M-V with the def2-TZVPD basis set

Calculated values
molecular weight: 542.322 g mol⁻¹
frontier orbital gap: 8.48 eV
E: -47666.018 eV
HOMO: -9.639 eV
lowest unoccupied orbital energy: -0.043 Eh

Last column: Löwdin charge in e.
Cartesian coordinates (Å):
I  0.9690  -4.0951  -0.5031  0.748
O  2.2029  1.6419  0.9301  0.099
O  5.2422  5.0027  -1.0193  0.029
O  -4.8054  -3.3519  -0.0505  0.116
O  -4.1383  -0.2768  0.2300  -0.095
O  3.8210  -3.5017  -0.1948  0.012
O  7.4045  5.6409  -1.1008  0.120
O  -5.9475  -4.3820  1.5996  0.029
O  1.6442  0.0547  -3.7254  0.121
C  1.7530  0.8533  0.1397  -0.299
C  2.3496  -0.8600  -1.5888  -0.137
C  0.3277  0.9925  -0.4826  -0.052
C  4.5081  3.9377  -0.3952  -0.165
C  -3.9884  -3.2326  2.2197  -0.080
C  -1.1224  0.5563  -2.5615  0.019
C  -4.9174  -3.6467  1.1044  -0.482
C  -4.5350  1.0991  0.0161  -0.243
C  -3.3355  2.0940  0.3195  -0.112
C  5.5116  2.8186  -0.2076  -0.169
C  -5.8391  -4.4601  3.0285  -0.162
C  0.1378  0.5195  -1.8628  -0.072
C  -0.8114  1.5272  0.2358  0.053
C  -2.2696  1.0920  -1.8386  -0.012
C  3.0594  -2.1687  -2.1011  -0.103
C  6.5690  4.8496  -0.7689  -0.486
C  -4.3792  -4.1903  3.3330  -0.162
C  2.9296  -3.1974  -0.9102  -0.811
C  1.3964  -0.0821  -2.5561  -0.285
C  2.5267  -0.4255  -0.3176  0.062
C  -2.0859  1.5553  -0.4766  -0.176
C  6.8076  3.5799  0.0145  -0.080
H  -5.3430  1.2936  0.7661  0.118
H  2.4050  -2.5697  -2.9221  0.116
H  5.5853  2.2286  -1.1253  0.119
H  -4.1931  -2.1933  2.4835  0.128
H  4.1142  -2.0091  -2.4154  0.135
H  -6.5013  -3.7101  3.4691  0.127
H  5.2531  2.1415  0.6065  0.112
H  -4.9198  1.1822  -1.0288  0.110
H  3.1808  -0.9292  0.4260  0.135
H  7.6669  3.0370  -0.3736  0.126
H  3.6788  3.6403  -1.0363  0.122
H  -3.5684  3.1503  0.0513  0.121
H  -6.1528  -5.4479  3.3648  0.125
H  -3.2577  1.1033  -2.3511  0.112
H  -2.9476  -3.3554  1.9275  0.127
H  -4.2147  -3.7925  4.3344  0.117
H  -4.1033  -0.6977  -0.6462  0.082
H  6.9563  3.8341  1.0658  0.133
H  -1.1564  0.1491  -3.5946  0.122
H  -0.6931  1.8607  1.2901  0.127
H  -3.0783  1.9548  1.4038  0.114
H  4.1078  4.3003  0.5549  0.129
H  -3.8039  -5.1152  3.2401  0.119

=====

# 2
Formula: C22H23N2OsS3
Source: the Open Molecules 2025 dataset
Level of theory: ωB97M-V with the def2-TZVPD basis set

Calculated values
molecular weight: 601.871 g mol⁻¹
net charge: +1
frontier orbital gap (alpha / beta): 6.47 / 6.47 eV
E: -61136.486 eV
HOMO (alpha / beta): -10.570 / -10.571 eV
lowest unoccupied orbital energy (alpha / beta): -0.151 / -0.151 Eh

Last column: Löwdin charge in e.
Cartesian coordinates (Å):
Os  -0.0069  0.0800  0.1237  0.858
S  -0.0891  -0.0233  2.4163  0.694
S  -1.1753  -1.6745  0.1423  0.764
S  -0.9586  1.3200  -4.1523  1.175
N  -0.0945  0.2244  -2.0055  -0.103
N  2.0283  -0.3093  0.1070  0.047
C  -2.3548  -3.3956  1.8993  -0.100
C  1.2309  -1.6741  -2.9082  -0.031
C  5.2034  -1.4215  0.4296  -0.024
C  0.4286  -0.5414  -3.0400  -0.294
C  1.2913  -1.8355  -5.3235  -0.066
C  -1.3008  1.6309  -0.1153  -0.274
C  -1.4910  2.0527  -1.4542  -0.248
C  -0.8411  1.2056  -2.4453  -0.527
C  -2.6397  3.5376  0.5591  -0.058
C  -2.8128  3.9214  -0.7621  -0.052
C  3.1664  -0.1777  0.0407  -0.059
C  5.0931  1.0620  0.8897  -0.025
C  -2.2344  3.1759  -1.7794  -0.031
C  1.6531  -2.3112  -4.0561  -0.065
C  -1.0091  -1.3986  2.7716  -0.741
C  0.4927  -0.7192  -5.4635  -0.069
C  -1.2230  -1.7457  4.2177  -0.108
C  5.0212  0.2146  -1.4925  -0.025
C  0.0609  -0.0793  -4.3051  -0.442
C  -1.9026  2.4025  0.8816  -0.102
C  -1.5162  -2.1527  1.7370  -0.714
C  4.6304  -0.0716  -0.0358  -0.576
H  0.2075  -0.3558  -6.4414  0.117
H  6.1818  1.1017  0.8623  0.099
H  4.6383  1.1807  -1.8212  0.095
H  6.1088  0.2375  -1.5576  0.099
H  -2.3664  3.4683  -2.8149  0.109
H  4.6506  -0.5584  -2.1657  0.090
H  4.7797  0.8906  1.9191  0.097
H  4.9150  -1.6394  1.4576  0.097
H  -3.3980  4.7991  -1.0010  0.115
H  6.2904  -1.3678  0.3783  0.099
H  -2.2850  -1.7316  4.4671  0.094
H  2.2655  -3.1998  -3.9800  0.110
H  1.6404  -2.3534  -6.2065  0.113
H  -0.7114  -1.0320  4.8598  0.067
H  4.8663  -2.2371  -0.2101  0.094
H  -1.8097  2.1163  1.9194  0.069
H  -3.0959  4.1185  1.3502  0.113
H  -2.4560  -3.6687  2.9464  0.074
H  -0.8399  -2.7430  4.4380  0.091
H  4.7070  2.0260  0.5587  0.095
H  -3.3547  -3.2410  1.4908  0.085
H  -1.9147  -4.2406  1.3678  0.081
H  1.4923  -2.0419  -1.9247  0.092

=====

# 3
Formula: C22H23N3O4
Source: the Open Molecules 2025 dataset
Level of theory: ωB97M-V with the def2-TZVPD basis set

Calculated values
molecular weight: 393.443 g mol⁻¹
frontier orbital gap: 8.93 eV
E: -35849.208 eV
HOMO: -8.948 eV
lowest unoccupied orbital energy: -0.001 Eh

Last column: Löwdin charge in e.
Cartesian coordinates (Å):
O  5.5053  2.4430  1.1311  0.094
O  -3.1822  -2.4270  0.3428  0.061
O  1.3468  -3.8500  -0.0666  0.122
O  0.3246  -2.1127  0.9363  -0.018
N  -1.6083  -1.0582  -0.5381  0.111
N  8.9309  0.9303  -1.4673  0.168
N  6.1060  0.3862  0.3360  0.135
C  -6.5981  0.1790  0.6548  -0.077
C  2.5825  -0.5813  0.9098  0.003
C  -0.9092  -2.8140  0.9700  -0.049
C  -7.2880  1.3360  0.3376  -0.099
C  7.7998  2.1030  0.5312  -0.071
C  -2.0837  -0.2980  -2.7984  -0.041
C  2.5923  -1.8758  0.3953  -0.128
C  -6.5896  2.5101  0.1116  -0.091
C  -5.2098  2.5222  0.2027  -0.052
C  4.9213  -1.6296  -0.1452  -0.004
C  -2.0276  -2.0773  0.2248  -0.462
C  -2.3906  1.2343  -0.8123  -0.144
C  8.4476  1.4680  -0.5810  -0.243
C  6.3284  1.6782  0.6955  -0.456
C  4.9081  -0.3319  0.3698  -0.201
C  1.3871  -2.7334  0.3855  -0.435
C  3.7750  -2.3921  -0.1333  0.000
C  -5.2167  0.1924  0.7481  -0.039
C  3.7283  0.1880  0.8987  0.009
C  -2.4775  -0.2063  -1.3260  -0.358
C  -4.5085  1.3657  0.5227  -0.238
C  -3.0062  1.3947  0.5848  -0.143
H  -2.6435  0.5947  1.2327  0.113
H  -2.7747  0.2786  -3.4066  0.080
H  -2.6804  2.3491  1.0045  0.115
H  -1.3393  1.5348  -0.7876  0.116
H  -4.6683  3.4421  0.0280  0.112
H  -0.7820  -3.8061  0.5196  0.136
H  3.7709  -3.3959  -0.5292  0.124
H  -7.1213  3.4181  -0.1348  0.099
H  6.8861  -0.1236  -0.0619  0.129
H  -7.1357  -0.7410  0.8312  0.103
H  -2.1105  -1.3326  -3.1311  0.081
H  -1.2111  -2.9385  2.0140  0.145
H  -3.4929  -0.5894  -1.1882  0.140
H  -1.0784  0.0917  -2.9500  0.079
H  7.8299  3.1889  0.4127  0.137
H  -8.3660  1.3249  0.2676  0.098
H  3.7154  1.1888  1.2965  0.103
H  -4.6899  -0.7188  0.9907  0.094
H  -0.6239  -0.8343  -0.5435  0.145
H  8.3299  1.8453  1.4541  0.140
H  1.6730  -0.1788  1.3271  0.120
H  -2.9115  1.8910  -1.5107  0.119
H  5.8362  -2.0325  -0.5558  0.117

=====

# 4
Formula: C22H23N3O8
Source: the Open Molecules 2025 dataset
Level of theory: ωB97M-V with the def2-TZVPD basis set

Calculated values
molecular weight: 457.439 g mol⁻¹
frontier orbital gap: 8.21 eV
E: -44038.587 eV
HOMO: -8.122 eV
lowest unoccupied orbital energy: 0.003 Eh

Last column: Löwdin charge in e.
Cartesian coordinates (Å):
O  2.0932  -0.1686  4.8087  0.141
O  0.0726  2.8363  1.2655  0.031
O  -0.2757  -2.5462  -3.5207  -0.046
O  0.7200  2.3455  3.3661  0.145
O  -0.6949  0.4252  -3.9054  0.130
O  -0.4354  2.2687  -2.6562  -0.017
O  1.6027  -1.3494  -3.8183  0.142
O  2.9088  0.5841  2.8572  -0.033
N  -0.0021  0.8723  -0.4484  0.221
N  0.3900  0.6934  1.8551  0.123
N  -0.2253  -3.1895  -0.7090  0.105
C  -2.2887  -1.4565  1.6538  -0.013
C  -0.1570  -3.0390  -4.8500  -0.032
C  0.4186  2.0231  2.2435  -0.492
C  0.3817  -1.0900  -1.7953  0.021
C  -0.8087  3.0612  -3.7733  -0.038
C  0.7384  -0.3412  2.8215  -0.129
C  -3.6218  -3.2550  0.7607  -0.088
C  -1.2550  -1.8590  0.8402  -0.092
C  -0.2248  4.9707  0.2696  -0.058
C  -0.0195  0.1899  -1.6463  -0.090
C  4.0809  1.0428  3.5209  -0.028
C  0.6215  -2.0038  -0.6076  -0.137
C  1.9707  0.0516  3.6376  -0.489
C  -2.5863  -3.6593  -0.0680  -0.009
C  0.6392  -1.6368  -3.1595  -0.483
C  -0.4145  0.9589  -2.8564  -0.423
C  0.1673  0.1865  0.6090  -0.182
C  -3.4829  -2.1670  1.6062  -0.090
C  -1.4003  -2.9472  -0.0249  -0.206
C  0.9945  -1.5832  1.9539  0.003
C  0.0970  4.2356  1.5565  -0.204
C  0.1526  -1.3197  0.6969  -0.218
H  -0.2981  -3.6035  -1.6280  0.126
H  -1.2141  4.6893  -0.0785  0.079
H  -0.7551  4.0956  -3.4440  0.091
H  0.7080  -2.5014  2.4626  0.145
H  3.8285  1.8800  4.1736  0.104
H  -2.6997  -4.5013  -0.7330  0.110
H  -0.1257  2.8863  -4.6076  0.100
H  -4.5570  -3.7944  0.7377  0.102
H  -0.1914  6.0431  0.4385  0.078
H  -0.9441  -3.7784  -4.9724  0.094
H  1.0888  4.5038  1.9373  0.130
H  0.8268  -3.4876  -5.0026  0.098
H  0.4959  4.6992  -0.4960  0.078
H  -0.6381  4.4516  2.3403  0.130
H  -0.2875  -2.2163  -5.5541  0.102
H  -2.1889  -0.6004  2.3038  0.114
H  2.0514  -1.6361  1.6856  0.134
H  -0.0831  -0.4985  3.5301  0.165
H  -1.8224  2.8122  -4.0951  0.099
H  4.5137  0.2408  4.1219  0.098
H  4.7687  1.3569  2.7403  0.095
H  -4.3080  -1.8636  2.2317  0.099
H  1.6750  -2.3117  -0.5757  0.165

=====

# 5
Formula: C22H23NO4S2
Source: the Open Molecules 2025 dataset
Level of theory: ωB97M-V with the def2-TZVPD basis set

Calculated values
molecular weight: 429.563 g mol⁻¹
frontier orbital gap: 7.69 eV
E: -54520.743 eV
HOMO: -7.392 eV
lowest unoccupied orbital energy: 0.011 Eh

Last column: Löwdin charge in e.
Cartesian coordinates (Å):
S  -4.2613  -0.0925  -0.9377  1.041
S  -0.8351  2.6154  -2.5210  0.918
O  2.7642  0.0267  -0.8861  -0.014
O  -0.5392  0.4365  2.7164  0.152
O  2.9878  -1.9067  -2.0024  0.015
O  5.1081  0.5771  1.1374  -0.215
N  -1.1493  -2.6445  -0.9699  0.159
C  -0.0078  2.2699  0.0413  -0.176
C  -3.6026  1.4701  0.6677  -0.260
C  -0.4393  1.2063  -1.8257  -0.602
C  0.3353  -0.4538  0.1138  -0.271
C  -0.4161  3.2316  -0.5331  -0.160
C  -1.3462  -0.2363  2.2028  -0.259
C  -1.6088  -1.7217  0.2894  -0.158
C  -0.0534  0.8781  -0.5822  -0.142
C  -3.4752  -0.8943  1.4330  -0.408
C  -3.9035  2.3637  -0.2343  -0.189
C  0.3940  -3.2911  -2.4139  -0.009
C  5.3550  1.2681  2.3594  -0.069
C  0.0191  -2.2369  -1.4208  -0.187
C  4.7124  1.2198  -0.0051  -0.176
C  -2.6661  -0.6804  2.7130  -0.022
C  0.8538  -1.1506  -0.8126  -0.112
C  2.2435  -1.1145  -1.3624  -0.364
C  -4.1419  1.6503  -1.4161  -0.324
C  -3.7678  0.1928  0.6585  -0.572
C  -0.8956  -0.8562  0.7020  -0.057
C  4.1580  0.1504  -1.2199  -0.003
C  -2.9358  -2.0492  0.7459  -0.171
H  1.0085  -0.1147  0.9222  0.184
H  5.6639  0.5663  3.0847  0.072
H  5.4319  1.8335  -0.2863  0.047
H  1.6503  -3.2183  -2.7363  0.159
H  -4.3597  2.0369  -2.7091  0.184
H  0.2079  2.5056  1.1367  0.159
H  0.5710  -4.4569  -1.8552  0.173
H  -0.0859  -3.4834  -3.1244  -0.083
H  3.9171  2.0995  0.1461  0.153
H  -1.7919  -3.3322  -1.2322  0.118
H  -3.2460  1.7101  1.6985  0.150
H  4.5144  1.9896  2.5173  0.098
H  -4.5502  -1.1633  1.8553  0.200
H  -2.4420  -1.4527  3.3021  0.106
H  -3.6944  -2.5696  0.0659  0.127
H  -2.8412  -3.0855  1.5497  0.213
H  6.2240  1.9117  2.0173  0.101
H  -0.4124  4.1858  -0.4444  0.002
H  -3.5996  3.3612  -0.4120  0.099
H  -0.7495  0.2754  -2.3246  0.094
H  -3.0566  0.1533  3.1241  0.099
H  4.6375  -0.7179  -0.9412  0.105
H  4.1167  0.7374  -1.9920  0.075

=====

> Which value of molecular weight does entry 3 give?

393.443 g mol⁻¹

=====

> Look up the molecular weight of the fourth one.

457.439 g mol⁻¹